# 1
Here is a cluster of 14 separate species, C42H61F10N14O in total from the Open Molecules 2025 dataset. Energies are from ωB97M-V with the def2-TZVPD basis set.

As for the expectation value of S²: 0.755. As for the multiplicity: 2. For the HOMO energy (alpha / beta), the calculation gives -0.320 / -0.358 Ha. As for the frontier orbital gap (alpha / beta): 7.43 / 8.44 eV.

```
128
Properties=species:S:1:pos:R:3:mulliken_charge:R:1
C -3.627 -1.428 -0.696 -0.87
C -2.657 -0.292 -1.376 0.06
C -1.107 -0.744 -1.440 -0.35
F -0.988 -1.890 -0.461 -0.43
C 0.046 0.432 -1.134 1.21
C 0.117 1.583 -2.316 0.16
F -1.229 1.941 -2.904 -0.33
F 0.721 0.853 -3.505 -0.37
C 1.055 2.862 -2.086 0.82
F 2.394 2.589 -1.435 -0.20
F 1.463 3.298 -3.482 -0.29
C 0.533 4.200 -1.361 0.33
F 0.944 4.343 0.089 -0.21
F 1.298 5.335 -2.018 -0.22
C -1.016 4.639 -1.448 0.54
F -1.441 4.872 -2.879 -0.18
F -1.127 6.002 -0.804 -0.26
F -2.000 3.785 -0.749 -0.16
C -0.270 0.992 0.363 -0.73
C 0.812 0.634 1.536 0.36
C -0.060 0.664 2.970 -0.85
C 1.995 1.740 1.774 -0.94
N 1.257 -0.795 1.396 0.72
O 1.810 -1.301 2.511 -0.47
C 2.007 -1.102 0.142 1.49
C 3.647 -0.766 0.223 -1.20
C 1.994 -2.772 -0.006 -1.63
C 1.450 -0.472 -1.247 -1.34
H -3.407 -2.473 -1.176 0.32
H -4.745 -1.119 -0.956 -0.01
H -3.476 -1.383 0.469 0.25
H -3.014 -0.079 -2.495 0.29
H -2.799 0.752 -0.817 -0.04
H -0.905 -1.239 -2.501 0.49
H -1.324 0.653 0.814 0.34
H -0.337 2.158 0.304 -0.08
H -0.791 -0.251 2.994 0.31
H -0.664 1.677 2.992 0.31
H 0.690 0.671 3.898 0.05
H 1.481 2.764 2.028 0.27
H 2.819 1.789 0.950 0.05
H 2.557 1.412 2.776 0.35
H 3.916 0.278 -0.232 0.31
H 4.184 -1.600 -0.431 0.37
H 4.080 -0.871 1.304 0.22
H 2.232 -3.132 -1.094 0.44
H 2.883 -3.187 0.674 0.35
H 1.010 -3.208 0.456 0.21
H 1.245 -1.399 -1.974 0.14
H 2.344 0.095 -1.737 0.37
C 2.613 -1.983 5.835 -0.53
C 2.305 -0.550 5.691 0.51
N 2.062 0.582 5.577 -0.57
H 2.268 -2.560 4.970 -0.10
H 3.690 -2.158 5.931 0.31
H 2.135 -2.412 6.722 0.34
C -6.717 -1.934 -3.622 -0.92
C -5.328 -2.345 -3.357 0.49
N -4.231 -2.670 -3.148 -0.42
H -7.188 -1.503 -2.732 0.27
H -6.772 -1.179 -4.414 0.28
H -7.337 -2.780 -3.938 0.31
C -0.075 -5.230 4.479 -0.78
C 1.344 -4.973 4.779 0.56
N 2.464 -4.771 5.016 -0.50
H -0.565 -5.788 5.283 0.31
H -0.635 -4.298 4.344 0.28
H -0.195 -5.814 3.560 0.19
C 1.949 -9.314 4.805 -0.85
C 1.107 -8.771 3.726 0.42
N 0.442 -8.341 2.873 -0.47
H 1.635 -8.945 5.787 0.30
H 1.904 -10.408 4.841 0.34
H 3.000 -9.037 4.676 0.27
C 3.460 -11.383 1.215 -0.61
C 4.290 -11.242 2.424 0.33
N 4.945 -11.131 3.379 -0.43
H 2.422 -11.625 1.463 0.26
H 3.445 -10.460 0.625 0.14
H 3.831 -12.178 0.560 0.32
C 1.430 -6.664 -0.763 -0.58
C 2.023 -5.771 -1.772 0.49
N 2.491 -5.065 -2.570 -0.52
H 0.718 -7.365 -1.211 0.18
H 2.193 -7.261 -0.252 0.21
H 0.890 -6.102 0.007 0.21
C -0.979 4.534 -5.873 0.00
C -1.133 4.644 -7.333 0.05
N -1.255 4.731 -8.487 -0.37
H -1.948 4.451 -5.369 0.29
H -0.392 3.653 -5.593 0.17
H -0.470 5.408 -5.453 -0.12
C -3.270 6.780 1.251 -0.26
C -4.484 6.688 2.080 0.13
N -5.443 6.616 2.734 -0.41
H -2.475 7.338 1.758 0.28
H -2.867 5.789 1.013 -0.05
H -3.466 7.287 0.301 0.30
C 1.409 7.745 -3.718 -0.39
C 1.832 9.155 -3.728 0.12
N 2.167 10.269 -3.735 -0.45
H 1.118 7.417 -2.715 0.14
H 0.549 7.576 -4.375 0.27
H 2.210 7.080 -4.056 0.30
C 0.340 -9.826 -3.697 -0.89
C 1.169 -9.685 -2.488 0.46
N 1.825 -9.575 -1.533 -0.41
H -0.699 -10.068 -3.449 0.28
H 0.325 -8.903 -4.286 0.29
H 0.711 -10.622 -4.351 0.32
C -2.162 11.179 1.209 -0.84
C -1.552 9.840 1.152 0.51
N -1.070 8.782 1.107 -0.51
H -1.449 11.933 1.558 0.29
H -2.520 11.503 0.226 0.27
H -3.019 11.204 1.890 0.28
C -6.199 1.041 1.892 -0.88
C -5.590 -0.298 1.835 0.50
N -5.108 -1.356 1.790 -0.47
H -5.486 1.796 2.241 0.26
H -6.558 1.365 0.909 0.26
H -7.056 1.067 2.573 0.33
C 3.892 9.184 -1.059 -0.57
C 4.721 9.324 0.150 0.14
N 5.376 9.435 1.105 -0.36
H 2.853 8.942 -0.811 0.18
H 3.877 10.107 -1.648 0.33
H 4.263 8.388 -1.713 0.26
```

=====

# 2
Here is a structure of composition C42H61N5O5P2ReS2 from the Open Molecules 2025 dataset. Energies are from ωB97M-V with the def2-TZVPD basis set.

Its total charge is +2. As for the expectation value of S²: 3.785. As for the multiplicity: 4. For the HOMO energy (alpha / beta), the calculation gives -0.389 / -0.468 Ha. As for the frontier orbital gap (alpha / beta): 4.63 / 5.04 eV.

```
118
Properties=species:S:1:pos:R:3:mulliken_charge:R:1
Re 0.000 0.000 0.000 -0.09
C -2.192 0.037 6.604 -1.52
C -0.783 0.569 6.264 1.73
C 0.216 -0.157 7.193 -2.11
C -0.712 2.073 6.604 -1.54
C -0.498 0.362 4.767 0.47
C 0.565 -0.411 4.300 -0.95
C 0.749 -0.544 2.936 -0.81
N -0.042 0.030 2.009 0.29
C -1.092 0.794 2.418 0.37
C -1.325 0.963 3.792 -0.59
C -1.957 1.422 1.351 -0.12
C -3.069 2.231 1.642 -0.50
C -3.855 2.802 0.623 0.11
C -3.475 2.526 -0.695 -0.63
C -2.373 1.725 -0.926 -0.40
N -1.625 1.181 0.051 0.19
C -5.078 3.691 0.905 1.73
C -6.339 3.051 0.283 -1.62
C -4.859 5.087 0.283 -1.51
C -5.368 3.902 2.408 -2.04
H -2.406 0.140 7.674 0.46
H -2.286 -1.024 6.345 0.36
H -2.980 0.577 6.067 0.31
H -0.026 0.019 8.248 0.45
H 1.242 0.194 7.036 0.40
H 0.199 -1.242 7.036 0.40
H -0.875 2.245 7.674 0.45
H -1.468 2.656 6.067 0.32
H 0.269 2.490 6.345 0.36
H 1.259 -0.915 4.961 0.61
H 1.566 -1.138 2.536 0.44
H -2.157 1.568 4.132 0.56
H -3.331 2.421 2.674 0.75
H -4.021 2.923 -1.544 0.75
H -2.051 1.491 -1.936 0.37
H -6.265 2.966 -0.807 0.33
H -7.232 3.649 0.498 0.47
H -6.507 2.044 0.682 0.35
H -4.755 5.044 -0.807 0.32
H -3.953 5.558 0.682 0.33
H -5.703 5.753 0.498 0.45
H -5.572 2.952 2.917 0.43
H -6.247 4.540 2.556 0.42
H -4.528 4.388 2.917 0.42
C 3.799 0.148 1.219 -1.45
P 2.440 -0.039 0.000 0.70
C 3.028 -1.527 -0.896 -1.77
C 2.903 1.266 -1.225 -0.63
C 2.374 2.589 -0.693 -1.54
P 0.693 2.258 0.000 0.83
C 0.388 3.854 0.850 -1.29
C -0.338 2.498 -1.498 -0.37
H 3.695 1.084 1.775 0.46
H 4.780 0.147 0.734 0.44
H 3.777 -0.675 1.939 0.43
H 4.060 -1.412 -1.241 0.64
H 2.397 -1.718 -1.769 0.32
H 2.981 -2.406 -0.247 0.48
H 2.430 1.030 -2.186 0.27
H 3.984 1.316 -1.397 0.98
H 2.364 3.354 -1.476 0.53
H 3.023 2.955 0.111 0.46
H 0.576 4.708 0.192 0.48
H 1.040 3.948 1.723 0.43
H -0.648 3.910 1.197 0.28
H -0.119 3.450 -1.992 0.91
H -1.399 2.492 -1.232 -0.70
H -0.166 1.693 -2.218 -0.78
C -3.187 -4.250 -1.331 -0.42
C -3.111 -4.862 0.044 0.55
O -3.354 -4.163 1.016 -0.52
S -2.603 -6.605 0.290 -0.11
C -0.905 -6.075 0.412 -0.06
C -0.426 -5.581 1.633 -0.41
C 0.716 -4.786 1.644 -0.70
C 1.277 -4.437 0.419 0.07
C 1.009 -5.164 -0.750 -0.59
C -0.144 -5.948 -0.759 -0.76
C 0.948 -3.084 0.127 0.12
C 0.630 -1.939 0.000 0.05
H -3.478 -3.174 -1.280 0.02
H -3.940 -4.785 -1.942 0.52
H -2.199 -4.304 -1.833 0.07
H -1.010 -5.671 2.540 0.46
H 0.937 -4.229 2.548 0.49
H 1.429 -4.890 -1.712 0.51
H -0.522 -6.318 -1.703 0.57
C -6.585 1.215 -7.088 -1.26
C -5.759 0.870 -5.868 -0.32
S -4.279 -0.043 -6.286 1.34
O -3.723 0.484 -7.513 -0.67
O -4.568 -1.458 -6.143 -0.70
C -3.172 0.402 -4.974 -0.39
C -1.878 -0.381 -5.086 -1.72
N -0.950 -0.012 -4.027 0.51
C -0.946 -0.550 -2.750 0.07
N 0.000 0.000 -2.014 1.10
C 0.663 0.877 -2.830 -0.60
C 0.073 0.901 -4.065 0.57
N 0.416 1.715 -5.174 0.98
O 1.596 2.072 -5.254 -0.60
O -0.496 2.030 -5.945 -0.55
C -1.892 -1.594 -2.271 -2.12
H -7.522 1.693 -6.788 0.39
H -6.821 0.324 -7.677 0.36
H -6.045 1.914 -7.735 0.33
H -6.332 0.256 -5.166 0.38
H -5.453 1.788 -5.358 0.32
H -3.684 0.189 -4.031 0.38
H -3.000 1.480 -5.038 0.56
H -1.385 -0.239 -6.052 0.58
H -2.058 -1.458 -5.007 0.39
H 1.507 1.455 -2.474 0.14
H -1.910 -2.456 -2.944 0.91
H -2.904 -1.187 -2.186 0.18
H -1.590 -1.953 -1.282 0.27
H -1.395 -1.014 0.000 0.20
```

=====

# 3
Here is a cluster of 12 separate species, C42H62Cl2O25 in total from the Open Molecules 2025 dataset. Energies are from ωB97M-V with the def2-TZVPD basis set.

The SMILES is O=C1CCCO1.O=C1CCCO1.O=C1CCCO1.O=C1CCCO1.O=C1CCCO1.O=C1CCCO1.O=C1CCCO1.O=C1CCCO1.O=C1OCCO1.O=C1OCCO1.O=C1OCCO1.ClCCl. For the HOMO energy, the calculation gives -0.340 Ha. As for the frontier orbital gap: 8.74 eV.

```
131
Properties=species:S:1:pos:R:3:mulliken_charge:R:1
C -12.186 -17.793 18.999 -0.01
Cl -11.728 -19.324 18.223 -0.17
Cl -13.061 -16.681 17.944 -0.05
H -12.819 -17.879 19.882 0.40
H -11.307 -17.246 19.338 -0.13
O -13.806 -9.190 19.986 -0.31
C -14.572 -9.285 20.950 0.01
O -15.786 -8.805 20.880 -0.38
C -16.624 -9.347 21.858 -0.08
C -15.685 -9.687 23.008 -0.74
C -14.350 -10.031 22.296 0.10
H -17.084 -10.284 21.543 -0.16
H -17.378 -8.581 22.036 0.43
H -16.071 -10.615 23.432 0.26
H -15.615 -8.901 23.759 0.32
H -14.179 -11.070 22.017 0.07
H -13.500 -9.554 22.783 0.45
O -9.670 -12.990 14.798 -0.27
C -8.789 -13.377 14.028 0.43
O -7.547 -12.825 14.086 -0.33
C -6.612 -13.515 13.211 -0.47
C -7.332 -14.942 13.109 -0.90
C -8.844 -14.626 13.096 -0.23
H -5.660 -13.952 13.512 0.34
H -6.596 -13.107 12.200 0.33
H -7.123 -15.627 13.931 0.35
H -6.913 -15.417 12.222 0.44
H -9.505 -15.373 13.536 0.00
H -9.203 -14.365 12.100 0.23
O -10.164 -6.450 22.588 -0.67
C -10.377 -7.346 21.742 0.28
O -10.348 -7.120 20.397 -0.35
C -10.507 -8.275 19.663 0.57
C -10.510 -9.451 20.645 0.39
C -10.972 -8.728 21.985 0.00
H -9.603 -8.346 19.058 0.26
H -11.438 -8.197 19.102 -0.60
H -9.597 -9.998 20.880 0.41
H -11.130 -10.179 20.122 -0.60
H -10.580 -9.211 22.881 0.49
H -12.048 -8.556 21.985 -0.29
O -8.760 -11.807 18.558 -0.56
C -8.972 -12.966 18.847 0.40
O -9.689 -13.309 19.911 -0.35
C -9.999 -14.706 19.967 -0.03
C -9.090 -15.303 18.895 -0.65
C -8.658 -14.164 17.996 0.37
H -11.032 -14.950 19.719 -0.10
H -9.729 -15.071 20.958 0.39
H -9.574 -16.124 18.366 0.35
H -8.198 -15.644 19.422 0.29
H -9.300 -14.110 17.117 -0.55
H -7.647 -14.223 17.591 0.50
O -9.973 -8.794 16.591 -0.39
C -9.915 -9.020 15.342 0.37
O -8.771 -9.368 14.730 -0.34
C -8.941 -9.690 13.333 -0.50
C -10.504 -9.949 13.278 0.10
C -11.053 -9.053 14.308 0.76
H -8.440 -10.605 13.017 0.12
H -8.634 -8.933 12.611 0.30
H -10.624 -11.013 13.484 -0.43
H -10.939 -9.881 12.281 0.52
H -11.962 -9.361 14.825 -0.89
H -11.175 -8.060 13.876 0.50
O -16.120 -9.624 10.773 -0.59
C -15.558 -10.499 11.401 0.24
O -16.047 -11.797 11.637 -0.44
C -15.263 -12.455 12.606 0.17
C -13.920 -11.838 12.392 0.39
C -14.183 -10.385 12.055 -0.10
H -15.298 -13.474 12.221 0.29
H -15.565 -12.363 13.649 -0.24
H -13.439 -12.413 11.601 0.56
H -13.260 -12.023 13.239 -0.58
H -13.461 -9.976 11.348 0.51
H -14.319 -9.760 12.938 -0.17
O -15.460 -10.290 14.990 -0.34
C -16.282 -10.805 15.748 0.17
O -17.518 -10.935 15.363 -0.38
C -18.411 -11.249 16.415 -0.65
C -17.644 -10.819 17.668 -0.38
C -16.137 -11.149 17.278 1.16
H -18.644 -12.312 16.479 0.31
H -19.348 -10.712 16.268 0.37
H -17.946 -11.465 18.492 0.22
H -17.721 -9.782 17.994 0.30
H -16.055 -12.232 17.369 0.01
H -15.263 -10.705 17.756 -0.80
O -13.711 -12.745 19.847 -0.86
C -13.186 -12.417 18.788 -0.19
O -12.527 -11.295 18.571 0.72
C -12.003 -11.262 17.227 1.14
C -12.690 -12.353 16.424 1.95
C -13.196 -13.239 17.509 0.01
H -10.966 -11.572 17.353 -0.37
H -12.065 -10.334 16.658 -0.92
H -12.082 -12.682 15.581 -0.22
H -13.487 -11.941 15.805 -1.51
H -12.518 -14.057 17.754 -0.62
H -14.195 -13.635 17.325 0.79
C -13.755 -8.204 17.046 1.16
C -14.977 -7.624 17.694 1.20
O -14.521 -6.280 17.968 -0.41
C -13.249 -6.117 17.544 0.54
O -12.537 -5.174 17.787 -0.60
O -12.831 -7.127 16.943 -0.41
H -14.054 -8.489 16.038 -0.22
H -13.523 -9.138 17.557 -0.78
H -15.152 -8.233 18.581 -0.74
H -15.917 -7.586 17.144 0.20
C -16.622 -14.300 20.815 -0.19
C -16.680 -12.998 21.480 0.85
O -16.433 -13.318 22.790 -0.34
C -16.626 -14.581 22.967 0.61
O -16.585 -15.134 24.047 -0.64
O -16.874 -15.213 21.901 -0.34
H -15.666 -14.537 20.348 0.16
H -17.370 -14.518 20.053 0.27
H -17.627 -12.461 21.528 0.32
H -15.945 -12.324 21.042 -0.68
C -13.711 -15.815 13.907 0.13
C -12.221 -15.648 13.902 0.15
O -11.797 -15.552 12.522 -0.26
C -12.947 -15.624 11.730 0.61
O -12.982 -15.565 10.469 -0.60
O -13.960 -15.926 12.501 -0.38
H -14.176 -14.918 14.317 -0.07
H -14.030 -16.691 14.473 0.33
H -11.780 -16.503 14.414 0.39
H -11.930 -14.774 14.484 -0.20
```

=====

Number 1: strongest force on any atom 0.1054 Eh/bohr. Number 2: strongest force on any atom 0.1055 Eh/bohr. Number 3: strongest force on any atom 0.1218 Eh/bohr.